Entry 1:
This record from the Open Molecules 2025 dataset describes C27H54Cl24I3NSi as an isolated structure at a distorted geometry. The level of theory is the ωB97M-V functional and the def2-TZVPD basis.

E_HOMO (hartree): -0.3108
Orbital gap (eV): 8.80
Electronic energy (eV): -363087.45038
Strongest force on any atom (hartree/bohr): 0.061

```
110
Properties=species:S:1:pos:R:3:lowdin_charge:R:1
C 0.82467 -2.65348 0.50720 -0.163
C 0.56838 -1.24582 0.03896 -0.866
I 2.16950 0.15321 0.02421 0.892
C -0.61250 -0.91123 -0.34773 -0.919
I -1.01203 1.05896 -1.06811 0.755
Si -2.14086 -1.99132 -0.37147 -0.048
N -1.88709 -3.69644 -0.51388 -0.134
I -3.48118 -1.51596 1.64613 0.441
H 0.07463 -3.01103 1.17515 0.061
H 0.95563 -3.26102 -0.36250 0.063
H 1.75402 -2.71447 1.03901 0.017
H -2.95715 -1.55419 -1.51588 -0.047
H -1.09771 -3.93557 -1.08833 -0.087
H -1.78652 -4.07187 0.41582 -0.063
Cl 3.72068 5.88913 -1.62472 0.548
C 3.49084 4.37326 -2.53519 -0.660
C 3.01759 3.24740 -1.65992 -0.687
Cl 4.26430 2.71302 -0.50118 0.481
H 4.43141 4.13569 -3.02321 0.070
H 2.74959 4.57261 -3.30106 0.025
H 2.76540 2.38516 -2.27458 0.057
H 2.13683 3.52922 -1.08828 0.005
Cl 0.56891 5.91797 -2.67055 0.588
C 0.09281 7.47397 -3.40200 -0.626
C 0.76478 7.70476 -4.72603 -0.707
Cl 2.51935 7.98133 -4.55271 0.547
H 0.32318 8.26218 -2.69162 0.071
H -0.98571 7.44236 -3.54231 0.073
H 0.35081 8.58975 -5.19761 0.033
H 0.62042 6.86526 -5.39552 -0.024
Cl -2.77643 -9.30849 0.84848 0.534
C -3.77173 -7.83526 0.68673 -0.675
C -2.93948 -6.61176 0.43411 -0.663
Cl -1.96306 -6.14753 1.85989 0.554
H -4.36990 -7.73494 1.58786 0.071
H -4.43699 -7.99244 -0.15861 -0.034
H -3.58447 -5.76711 0.20625 0.067
H -2.26263 -6.75787 -0.40109 0.055
Cl -1.26630 8.28229 -7.46976 0.580
C -1.62223 6.77721 -8.36060 -0.643
C -2.10485 5.67539 -7.45390 -0.640
Cl -0.82089 5.07268 -6.37251 0.596
H -0.72513 6.48682 -8.89778 0.070
H -2.39502 7.01678 -9.08718 0.073
H -2.43604 4.82913 -8.05115 0.073
H -2.93431 6.00434 -6.83616 0.069
Cl -6.35764 -4.31612 3.66239 0.526
C -7.40601 -3.27652 4.66715 -0.691
C -7.18264 -1.81562 4.39749 -0.652
Cl -5.58373 -1.27219 4.96978 0.515
H -7.22148 -3.51520 5.70555 -0.016
H -8.43412 -3.54274 4.43248 0.076
H -7.92712 -1.22628 4.92783 0.069
H -7.25650 -1.58882 3.33821 0.067
Cl 0.00875 4.01677 0.55474 0.498
C 0.17391 5.59699 1.36231 -0.643
C 1.56350 6.15913 1.22621 -0.676
Cl 2.76015 5.22084 2.15420 0.545
H -0.10634 5.47116 2.40355 0.067
H -0.54102 6.26981 0.89306 0.070
H 1.58653 7.17578 1.61349 0.074
H 1.88434 6.17831 0.18875 -0.016
Cl -8.29626 -2.92771 7.89794 0.580
C -6.62558 -2.91051 8.52805 -0.644
C -6.42727 -3.91087 9.63383 -0.663
Cl -7.30957 -3.45959 11.11443 0.540
H -6.40369 -1.90092 8.85722 0.072
H -5.96831 -3.14915 7.69295 0.061
H -5.37286 -3.96087 9.89464 0.074
H -6.75561 -4.90174 9.33657 0.069
Cl -5.97587 -7.97144 -1.97593 0.601
C -5.60545 -8.43079 -3.65658 -0.643
C -4.20515 -8.96519 -3.79187 -0.653
Cl -2.97943 -7.69476 -3.53911 0.547
H -5.76265 -7.56036 -4.28535 0.068
H -6.32303 -9.19557 -3.94421 0.074
H -4.05742 -9.35601 -4.79587 0.073
H -4.01331 -9.76252 -3.08052 0.071
Cl -1.06199 -0.97568 -4.46789 0.538
C -1.16495 -2.55677 -5.27958 -0.658
C -1.55997 -3.65380 -4.32839 -0.621
Cl -0.26696 -3.99812 -3.14652 0.621
H -0.20402 -2.76286 -5.74113 0.068
H -1.91047 -2.46111 -6.06601 0.073
H -1.73961 -4.57353 -4.88057 0.068
H -2.46230 -3.40218 -3.77891 0.070
Cl 4.21703 -4.21569 1.04557 0.553
C 3.27673 -5.28029 2.12198 -0.661
C 3.28000 -4.79445 3.54625 -0.668
Cl 4.88413 -4.94907 4.30492 0.543
H 3.68467 -6.28271 2.04200 0.067
H 2.25649 -5.29452 1.74170 0.063
H 2.59001 -5.39219 4.13762 0.072
H 2.97695 -3.75379 3.61131 0.066
Cl 7.32633 1.38403 1.65227 0.534
C 7.78908 3.08601 1.37348 -0.694
C 9.12789 3.21494 0.70421 -0.655
Cl 10.46949 2.72716 1.77813 0.531
H 7.78193 3.60195 2.32766 -0.030
H 7.01945 3.52232 0.73849 0.055
H 9.30059 4.25565 0.43594 0.044
H 9.18367 2.61281 -0.19714 0.068
Cl 8.03414 5.68692 3.42623 0.612
C 9.59291 6.52977 3.24251 -0.639
C 9.46677 7.77113 2.40318 -0.657
Cl 9.12395 7.39049 0.69529 0.547
H 10.30404 5.82885 2.81345 0.056
H 9.93175 6.79230 4.24195 0.074
H 10.40324 8.32365 2.42422 0.072
H 8.67636 8.41935 2.76768 0.067
```

***

Entry 2:
This record from the Open Molecules 2025 dataset describes a 2-piece molecular cluster, C3H3N3O overall at a distorted geometry. The level of theory is the ωB97M-V functional and the def2-TZVPD basis.

E_HOMO (hartree): -0.3557
Relative energy (zero: lowest compared OMol25 entry of this formula, charge and spin) (kcal per mole): 18.8
Orbital gap (eV): 10.21
SMILES: N=C=CC=O.N#N
Electronic energy (eV): -9676.63842
Strongest force on any atom (hartree/bohr): 0.037

```
10
Properties=species:S:1:pos:R:3:lowdin_charge:R:1
N -1.24728 -1.41704 -0.95053 0.191
C -1.13166 -0.26063 -0.60761 -0.156
N 2.09398 -1.83556 0.02718 0.013
N 2.71089 -1.63745 0.91773 0.029
O 0.86370 0.49545 1.21122 -0.023
C 0.07672 1.30309 0.76245 -0.297
C -1.03201 0.97686 -0.13866 -0.067
H -0.75910 -1.73730 -1.78335 0.093
H 0.16807 2.37853 1.00972 0.116
H -1.74331 1.73407 -0.44815 0.101
```

***

Entry 3:
This record from the Open Molecules 2025 dataset describes C20H38LiN2O13 as an isolated structure at a distorted geometry. The level of theory is the ωB97M-V functional and the def2-TZVPD basis.

Charge: +1
E_HOMO (hartree): -0.4414
Relative energy (zero: lowest compared OMol25 entry of this formula, charge and spin) (kcal per mole): 58.2
Orbital gap (eV): 7.87
Electronic energy (eV): -51141.97919
Strongest force on any atom (hartree/bohr): 0.275

```
74
Properties=species:S:1:pos:R:3:lowdin_charge:R:1
C -1.60977 -3.77461 -3.46988 0.002
C -0.76177 -2.52761 -3.56688 -0.163
N -0.00577 -2.10961 -2.41788 -0.272
C -0.80577 -2.13561 -1.20188 0.033
C 1.09623 -3.12061 -2.19588 -0.052
C 2.17923 -3.08561 -3.39588 -0.015
C 0.57823 -0.77161 -2.75288 -0.100
C -0.21577 0.46839 -2.81588 -0.163
O 0.70423 1.51639 -3.31688 -0.169
C 0.70423 2.68739 -2.43388 -0.062
H -1.75977 -4.25961 -4.36388 0.076
H -2.54977 -3.49061 -3.03488 0.097
H -1.09677 -4.45361 -2.88288 0.064
H -1.57377 -1.76961 -3.61788 0.159
H -0.19177 -2.58161 -4.27588 0.040
H -1.25177 -3.11761 -0.93488 0.135
H -1.65677 -1.43161 -1.34788 0.139
H -0.09277 -1.67961 -0.66188 0.047
H 0.76523 -3.93461 -2.32588 -0.004
H 1.63923 -2.86661 -1.17088 0.183
H 1.96523 -3.10961 -4.38988 0.043
H 2.94023 -3.98361 -3.28588 0.136
H 2.94523 -2.38161 -3.24088 0.051
H 1.22123 -0.87561 -3.53988 0.105
H 1.35623 -0.51961 -1.97588 0.148
H -0.54777 0.79639 -1.79588 0.124
H -1.02677 0.42539 -3.43588 0.097
H 1.37723 3.47239 -2.97488 0.139
H 1.11323 2.48839 -1.45988 0.046
H -0.28477 3.06739 -2.33188 0.080
Li 4.13323 0.35039 1.32612 0.842
N 1.83723 0.66939 0.43912 -0.501
O 0.57523 0.76039 0.57712 -0.004
O 2.52023 1.57039 0.95412 -0.081
O 2.35523 -0.54961 0.44812 -0.156
C 1.71423 -2.61861 4.65012 0.034
C 1.10223 -2.47661 3.21412 -0.262
C 1.76623 -3.23461 2.10112 -0.060
O 0.71223 -3.84061 1.32512 0.108
C -0.36577 -3.73561 2.01512 -0.643
O -1.48677 -4.03761 1.59912 0.109
O -0.15077 -3.09561 3.10912 0.115
H 1.19923 -1.97261 5.38812 0.104
H 2.77923 -2.28661 4.64112 0.102
H 1.76923 -3.47861 5.12412 0.027
H 0.94023 -1.53861 2.93612 0.098
H 2.32823 -3.98261 2.60912 0.132
H 2.44723 -2.78661 1.46312 0.090
C -0.31577 4.07339 1.38712 0.004
C 0.39623 5.37339 1.00012 -0.323
C 1.89823 5.26339 0.53112 -0.045
O 1.88623 6.00939 -0.67988 0.103
C 0.67023 6.24139 -1.08588 -0.521
O 0.36223 6.65639 -2.18888 0.142
O -0.23677 5.94739 -0.05888 0.081
H -1.30477 4.15939 1.76812 0.079
H 0.12423 3.36539 1.95112 0.035
H -0.46677 3.46539 0.49712 0.073
H 0.33723 6.04639 1.81212 0.136
H 2.18123 4.26139 0.57812 0.087
H 2.39323 5.77639 1.34612 0.132
C -2.12277 -0.36361 2.89012 0.017
C -2.50577 1.04339 2.23012 -0.254
C -3.70777 0.98539 1.27712 -0.019
O -4.49777 2.14939 1.69712 0.106
C -3.97677 2.63539 2.78412 -0.502
O -4.29777 3.77839 3.25512 0.072
O -2.84377 1.98439 3.27912 0.070
H -1.62677 -1.07761 2.06312 0.126
H -2.80277 -0.96761 3.24712 0.018
H -1.54577 -0.17761 3.72812 0.056
H -1.59777 1.33339 1.59212 0.133
H -4.31177 0.14239 1.39312 0.128
H -3.41777 1.23739 0.40112 0.066
```

***

Entry 4:
This record from the Open Molecules 2025 dataset describes one molecule with the formula CF3IO at a distorted geometry. The level of theory is the ωB97M-V functional and the def2-TZVPD basis.

E_HOMO (hartree): -0.3728
Relative energy (zero: lowest compared OMol25 entry of this formula, charge and spin) (kcal per mole): 6.2
Orbital gap (eV): 8.72
SMILES: FC(F)(F)OI
Electronic energy (eV): -19336.69331
Strongest force on any atom (hartree/bohr): 0.078

```
6
Properties=species:S:1:pos:R:3:lowdin_charge:R:1
C 0.03847 0.20246 -0.31572 -0.756
O 0.27282 1.41502 0.44573 -0.600
F 0.60227 0.36245 -1.55857 0.128
F 0.72599 -0.78940 0.28774 0.033
F -1.24306 -0.03385 -0.36099 0.200
I 1.18489 1.21631 2.23457 0.995
```